C99H209N11O11 | ωB97M-V with the def2-TZVPD basis set

## Properties
lowest unoccupied orbital energy: 0.46 eV
E_HOMO: -8.37 eV
DFT total energy: -144949.2724 eV
energy above the lowest of the compared OMol25 structures with the same formula, charge and spin: 81.2 kcal/mol
SMILES: CC1(C)CCCC(C)(C)N1O.CC1(C)CCCC(C)(C)N1O.CC1(C)CCCC(C)(C)N1O.CC1(C)CCCC(C)(C)N1O.CC1(C)CCCC(C)(C)N1O.CC1(C)CCCC(C)(C)N1O.CC1(C)CCCC(C)(C)N1O.CC1(C)CCCC(C)(C)N1O.CC1(C)CCCC(C)(C)N1O.CC1(C)CCCC(C)(C)N1O.CC1(C)CCCC(C)(C)N1O

Bonds (Å) are listed after each position.
Positions of all 330 atoms, in Å:
1 C -27.891 8.184 26.970  C2 1.554, H12 1.071, H13 1.105, H14 1.129
2 C -28.014 6.969 27.931  C1 1.554, C3 1.511, C4 1.617, N10 1.478
3 C -27.633 7.527 29.283  C2 1.511, H15 1.064, H16 1.118, H17 1.070
4 C -29.548 6.488 27.760  C2 1.617, C5 1.523, H18 1.111, H19 1.131
5 C -29.764 5.097 28.340  C4 1.523, C6 1.510, H20 1.097, H21 1.097
6 C -28.726 4.115 27.851  C5 1.510, C7 1.538, H22 1.172, H23 1.117
7 C -27.279 4.502 28.197  C6 1.538, C8 1.522, C9 1.547, N10 1.531
8 C -26.917 4.455 29.675  C7 1.522, H24 1.181, H25 1.083, H26 1.065
9 C -26.355 3.532 27.423  C7 1.547, H27 1.067, H28 1.131, H29 1.074
10 N -27.165 5.848 27.477  C2 1.478, C7 1.531, O11 1.453
11 O -25.782 6.223 27.722  N10 1.453, H30 1.002
12 H -28.133 7.865 25.976  C1 1.071
13 H -28.672 8.924 27.224  C1 1.105
14 H -26.831 8.557 27.074  C1 1.129
15 H -28.230 8.352 29.591  C3 1.064
16 H -27.578 6.871 30.187  C3 1.118
17 H -26.628 7.870 29.155  C3 1.070
18 H -30.218 7.236 28.236  C4 1.111
19 H -29.745 6.561 26.649  C4 1.131
20 H -29.688 5.264 29.422  C5 1.097
21 H -30.770 4.743 28.083  C5 1.097
22 H -28.832 3.949 26.695  C6 1.172
23 H -28.934 3.110 28.292  C6 1.117
24 H -27.598 4.945 30.506  C8 1.181
25 H -25.882 4.714 29.860  C8 1.083
26 H -26.996 3.419 29.911  C8 1.065
27 H -26.528 3.705 26.385  C9 1.067
28 H -26.624 2.453 27.633  C9 1.131
29 H -25.312 3.712 27.609  C9 1.074
30 H -25.401 6.478 26.832  O11 1.002
31 C -15.391 3.800 28.623  C32 1.499, H42 1.106, H43 1.091, H44 1.087
32 C -15.293 2.498 27.886  C31 1.499, C33 1.518, C34 1.519, N40 1.591
33 C -16.738 2.071 27.703  C32 1.518, H45 1.099, H46 1.098, H47 1.120
34 C -14.577 2.803 26.581  C32 1.519, C35 1.527, H48 1.089, H49 1.103
35 C -14.203 1.520 25.842  C34 1.527, C36 1.495, H50 1.142, H51 1.095
36 C -13.290 0.707 26.703  C35 1.495, C37 1.527, H52 1.131, H53 1.090
37 C -13.870 0.262 28.044  C36 1.527, C38 1.574, C39 1.478, N40 1.511
38 C -14.940 -0.874 27.840  C37 1.574, H54 1.114, H55 1.112, H56 1.064
39 C -12.814 -0.316 28.902  C37 1.478, H57 1.106, H58 1.097, H59 1.073
40 N -14.349 1.526 28.720  C32 1.591, C37 1.511, O41 1.453
41 O -15.096 1.175 29.917  N40 1.453, H60 0.946
42 H -14.378 4.236 28.710  C31 1.106
43 H -15.971 4.482 28.001  C31 1.091
44 H -15.789 3.740 29.632  C31 1.087
45 H -17.320 2.939 27.360  C33 1.099
46 H -16.861 1.337 26.896  C33 1.098
47 H -17.197 1.761 28.677  C33 1.120
48 H -15.201 3.450 25.968  C34 1.089
49 H -13.689 3.391 26.868  C34 1.103
50 H -15.139 0.908 25.617  C35 1.142
51 H -13.755 1.722 24.863  C35 1.095
52 H -12.302 1.179 26.987  C36 1.131
53 H -12.957 -0.183 26.170  C36 1.090
54 H -15.635 -0.900 28.710  C38 1.114
55 H -14.509 -1.886 27.681  C38 1.112
56 H -15.537 -0.663 26.984  C38 1.064
57 H -12.061 0.429 29.217  C39 1.106
58 H -12.299 -1.130 28.377  C39 1.097
59 H -13.195 -0.779 29.792  C39 1.073
60 H -14.410 1.258 30.563  O41 0.946
61 C -21.350 14.241 27.283  C62 1.518, H72 1.093, H73 1.087, H74 1.077
62 C -21.468 13.587 25.918  C61 1.518, C63 1.562, C64 1.517, N70 1.510
63 C -21.888 12.090 26.061  C62 1.562, H75 1.119, H76 1.087, H77 1.065
64 C -22.457 14.323 25.035  C62 1.517, C65 1.505, H78 1.095, H79 1.067
65 C -22.007 15.645 24.477  C64 1.505, C66 1.459, H80 1.102, H81 1.133
66 C -20.705 15.485 23.840  C65 1.459, C67 1.540, H82 1.069, H83 1.092
67 C -19.569 14.767 24.595  C66 1.540, C68 1.496, C69 1.542, N70 1.502
68 C -18.492 14.460 23.604  C67 1.496, H84 1.065, H85 1.096, H86 1.101
69 C -19.043 15.694 25.710  C67 1.542, H87 1.098, H88 1.112, H89 1.087
70 N -20.189 13.504 25.119  C62 1.510, C67 1.502, O71 1.410
71 O -19.243 12.886 25.962  N70 1.410, H90 0.982
72 H -22.168 14.149 28.002  C61 1.093
73 H -20.470 13.790 27.734  C61 1.087
74 H -21.128 15.293 27.231  C61 1.077
75 H -22.828 12.058 26.668  C63 1.119
76 H -22.051 11.789 25.029  C63 1.087
77 H -21.180 11.464 26.553  C63 1.065
78 H -22.830 13.701 24.214  C64 1.095
79 H -23.364 14.468 25.577  C64 1.067
80 H -22.836 15.957 23.822  C65 1.102
81 H -21.956 16.376 25.341  C65 1.133
82 H -20.208 16.416 23.670  C66 1.069
83 H -20.977 14.893 22.963  C66 1.092
84 H -17.617 14.078 24.076  C68 1.065
85 H -18.259 15.350 23.007  C68 1.096
86 H -18.992 13.825 22.856  C68 1.101
87 H -18.483 15.088 26.435  C69 1.098
88 H -19.838 16.232 26.271  C69 1.112
89 H -18.348 16.391 25.248  C69 1.087
90 H -19.099 12.020 25.521  O71 0.982
91 C -22.397 10.793 31.462  C92 1.506, H102 1.136, H103 1.096, H104 1.097
92 C -22.307 11.945 32.427  C91 1.506, C93 1.546, C94 1.511, N100 1.465
93 C -23.429 12.990 32.227  C92 1.546, H105 1.111, H106 1.076, H107 1.090
94 C -22.600 11.382 33.799  C92 1.511, C95 1.573, H108 1.113, H109 1.144
95 C -21.344 10.712 34.470  C94 1.573, C96 1.506, H110 1.080, H111 1.096
96 C -20.093 11.541 34.335  C95 1.506, C97 1.525, H112 1.102, H113 1.108
97 C -19.852 12.007 32.902  C96 1.525, C98 1.562, C99 1.610, N100 1.442
98 C -18.818 13.167 33.051  C97 1.562, H114 1.059, H115 1.102, H116 1.058
99 C -19.251 10.878 31.923  C97 1.610, H117 1.093, H118 1.095, H119 1.082
100 N -21.040 12.682 32.444  C92 1.465, C97 1.442, O101 1.450
101 O -20.766 12.994 31.055  N100 1.450, H120 0.981
102 H -21.837 10.832 30.474  C91 1.136
103 H -22.161 9.842 31.954  C91 1.096
104 H -23.463 10.701 31.221  C91 1.097
105 H -24.431 12.514 32.283  C93 1.111
106 H -23.370 13.720 33.015  C93 1.076
107 H -23.389 13.496 31.263  C93 1.090
108 H -22.995 12.201 34.439  C94 1.113
109 H -23.466 10.640 33.707  C94 1.144
110 H -21.464 10.528 35.528  C95 1.080
111 H -21.147 9.751 33.982  C95 1.096
112 H -19.181 11.062 34.723  C96 1.102
113 H -20.294 12.477 34.893  C96 1.108
114 H -19.122 13.931 33.719  C98 1.059
115 H -18.719 13.673 32.076  C98 1.102
116 H -17.866 12.812 33.347  C98 1.058
117 H -19.892 9.998 31.832  C99 1.093
118 H -18.268 10.497 32.221  C99 1.095
119 H -19.170 11.392 30.975  C99 1.082
120 H -20.579 13.957 31.040  O101 0.981
121 C -24.372 4.488 19.978  C122 1.577, H132 1.131, H133 1.135, H134 1.112
122 C -23.907 5.639 20.951  C121 1.577, C123 1.549, C124 1.510, N130 1.471
123 C -22.655 6.209 20.239  C122 1.549, H135 1.150, H136 1.050, H137 1.069
124 C -24.999 6.680 21.024  C122 1.510, C125 1.521, H138 1.095, H139 1.090
125 C -26.169 6.196 21.868  C124 1.521, C126 1.544, H140 1.063, H141 1.107
126 C -25.692 5.732 23.260  C125 1.544, C127 1.478, H142 1.077, H143 1.104
127 C -24.593 4.744 23.230  C126 1.478, C128 1.526, C129 1.544, N130 1.470
128 C -23.969 4.683 24.622  C127 1.526, H144 1.109, H145 1.128, H146 1.075
129 C -25.085 3.332 22.848  C127 1.544, H147 1.108, H148 1.082, H149 1.084
130 N -23.559 5.282 22.334  C122 1.471, C127 1.470, O131 1.398
131 O -22.523 4.344 22.355  N130 1.398, H150 0.957
132 H -25.426 4.106 20.123  C121 1.131
133 H -24.380 4.882 18.914  C121 1.135
134 H -23.584 3.701 19.977  C121 1.112
135 H -22.962 6.677 19.235  C123 1.150
136 H -22.233 6.924 20.883  C123 1.050
137 H -21.940 5.442 20.031  C123 1.069
138 H -24.497 7.500 21.549  C124 1.095
139 H -25.381 7.054 20.074  C124 1.090
140 H -26.768 7.054 22.054  C125 1.063
141 H -26.768 5.431 21.339  C125 1.107
142 H -26.586 5.471 23.801  C126 1.077
143 H -25.318 6.576 23.866  C126 1.104
144 H -24.724 4.509 25.415  C128 1.109
145 H -23.583 5.731 24.779  C128 1.128
146 H -23.144 4.003 24.729  C128 1.075
147 H -25.307 3.306 21.763  C129 1.108
148 H -26.037 3.152 23.329  C129 1.082
149 H -24.395 2.537 23.105  C129 1.084
150 H -22.789 3.488 22.018  O131 0.957
151 C -20.583 10.663 19.829  C152 1.575, H162 1.117, H163 1.068, H164 1.079
152 C -19.644 10.270 21.031  C151 1.575, C153 1.477, C154 1.537, N160 1.497
153 C -18.426 11.092 20.880  C152 1.477, H165 1.095, H166 1.083, H167 1.060
154 C -20.342 10.490 22.383  C152 1.537, C155 1.524, H168 1.129, H169 1.050
155 C -19.570 9.884 23.549  C154 1.524, C156 1.538, H170 1.072, H171 1.110
156 C -19.667 8.379 23.247  C155 1.538, C157 1.543, H172 1.138, H173 1.093
157 C -18.901 7.995 21.963  C156 1.543, C158 1.536, C159 1.586, N160 1.467
158 C -17.389 8.175 22.164  C157 1.536, H174 1.071, H175 1.084, H176 1.119
159 C -19.138 6.466 21.618  C157 1.586, H177 1.088, H178 1.075, H179 1.118
160 N -19.521 8.785 20.893  C152 1.497, C157 1.467, O161 1.464
161 O -18.677 8.500 19.732  N160 1.464, H180 0.989
162 H -19.939 10.384 18.960  C151 1.117
163 H -21.480 10.096 19.700  C151 1.068
164 H -20.634 11.737 19.921  C151 1.079
165 H -17.842 10.852 19.985  C153 1.095
166 H -18.671 12.145 20.816  C153 1.083
167 H -17.961 11.135 21.833  C153 1.060
168 H -20.429 11.613 22.471  C154 1.129
169 H -21.286 10.032 22.357  C154 1.050
170 H -18.577 10.278 23.456  C155 1.072
171 H -19.973 10.207 24.532  C155 1.110
172 H -20.769 8.127 23.122  C156 1.138
173 H -19.376 7.781 24.114  C156 1.093
174 H -17.032 9.114 22.535  C158 1.071
175 H -16.787 7.745 21.371  C158 1.084
176 H -17.170 7.460 22.995  C158 1.119
177 H -18.807 6.208 20.614  C159 1.088
178 H -20.199 6.354 21.756  C159 1.075
179 H -18.630 5.949 22.469  C159 1.118
180 H -19.369 8.221 19.083  O161 0.989
181 C -15.895 13.286 27.812  C182 1.546, H192 1.124, H193 1.087, H194 1.074
182 C -15.561 12.306 28.961  C181 1.546, C183 1.535, C184 1.520, N190 1.541
183 C -14.811 13.071 30.060  C182 1.535, H195 1.077, H196 1.126, H197 1.068
184 C -16.807 11.709 29.594  C182 1.520, C185 1.455, H198 1.063, H199 1.153
185 C -17.345 10.651 28.753  C184 1.455, C186 1.526, H200 1.089, H201 1.080
186 C -16.301 9.558 28.542  C185 1.526, C187 1.504, H202 1.077, H203 1.147
187 C -15.216 10.101 27.653  C186 1.504, C188 1.484, C189 1.564, N190 1.538
188 C -14.196 9.041 27.463  C187 1.484, H204 1.141, H205 1.087, H206 1.090
189 C -15.807 10.429 26.243  C187 1.564, H207 1.049, H208 1.125, H209 1.164
190 N -14.574 11.218 28.493  C182 1.541, C187 1.538, O191 1.440
191 O -13.563 11.922 27.746  N190 1.440, H210 0.986
192 H -15.054 13.486 27.093  C181 1.124
193 H -16.760 12.948 27.247  C181 1.087
194 H -16.166 14.241 28.221  C181 1.074
195 H -13.981 13.665 29.716  C183 1.077
196 H -15.439 13.811 30.629  C183 1.126
197 H -14.450 12.341 30.751  C183 1.068
198 H -16.673 11.386 30.597  C184 1.063
199 H -17.466 12.652 29.680  C184 1.153
200 H -18.253 10.261 29.211  C185 1.089
201 H -17.671 11.123 27.838  C185 1.080
202 H -16.651 8.650 28.078  C186 1.077
203 H -15.932 9.297 29.595  C186 1.147
204 H -14.679 8.075 27.096  C188 1.141
205 H -13.827 8.647 28.407  C188 1.087
206 H -13.418 9.316 26.750  C188 1.090
207 H -16.064 11.415 25.990  C189 1.049
208 H -16.748 9.830 26.101  C189 1.125
209 H -15.058 10.048 25.438  C189 1.164
210 H -12.712 11.717 28.199  O191 0.986
211 C -24.341 2.788 34.327  C212 1.512, H222 1.096, H223 1.125, H224 1.146
212 C -24.410 4.270 34.037  C211 1.512, C213 1.612, C214 1.558, N220 1.493
213 C -25.812 4.497 33.278  C212 1.612, H225 1.104, H226 1.102, H227 1.025
214 C -24.321 5.110 35.347  C212 1.558, C215 1.520, H228 1.087, H229 1.119
215 C -24.231 6.597 35.048  C214 1.520, C216 1.587, H230 1.102, H231 1.160
216 C -22.996 6.820 34.076  C215 1.587, C217 1.484, H232 1.147, H233 1.091
217 C -22.931 6.012 32.833  C216 1.484, C218 1.500, C219 1.504, N220 1.538
218 C -23.846 6.500 31.749  C217 1.500, H234 1.127, H235 1.095, H236 1.088
219 C -21.546 6.121 32.257  C217 1.504, H237 1.124, H238 1.100, H239 1.141
220 N -23.250 4.539 33.137  C212 1.493, C217 1.538, O221 1.390
221 O -23.385 3.825 31.952  N220 1.390, H240 0.964
222 H -24.860 2.276 33.508  C211 1.096
223 H -23.296 2.406 34.161  C211 1.125
224 H -24.907 2.470 35.271  C211 1.146
225 H -26.193 5.530 33.357  C213 1.104
226 H -25.706 4.321 32.195  C213 1.102
227 H -26.484 3.825 33.662  C213 1.025
228 H -25.233 4.853 35.878  C214 1.087
229 H -23.472 4.709 35.956  C214 1.119
230 H -25.167 6.906 34.555  C215 1.102
231 H -24.175 7.322 35.952  C215 1.160
232 H -22.070 6.593 34.713  C216 1.147
233 H -22.964 7.855 33.735  C216 1.091
234 H -23.262 7.096 30.992  C218 1.127
235 H -24.714 7.054 32.121  C218 1.095
236 H -24.181 5.592 31.252  C218 1.088
237 H -20.792 5.609 32.915  C219 1.124
238 H -21.281 7.162 32.018  C219 1.100
239 H -21.584 5.371 31.398  C219 1.141
240 H -22.663 3.210 31.785  O221 0.964
241 C -22.148 8.031 26.302  C242 1.502, H252 1.076, H253 1.046, H254 1.093
242 C -21.567 7.109 27.336  C241 1.502, C243 1.613, C244 1.539, N250 1.517
243 C -21.863 7.721 28.798  C242 1.613, H255 1.067, H256 1.083, H257 1.091
244 C -22.186 5.703 27.241  C242 1.539, C245 1.501, H258 1.024, H259 1.083
245 C -21.445 4.787 28.171  C244 1.501, C246 1.542, H260 1.063, H261 1.110
246 C -19.999 4.584 27.677  C245 1.542, C247 1.558, H262 1.148, H263 1.142
247 C -19.235 5.938 27.572  C246 1.558, C248 1.561, C249 1.525, N250 1.533
248 C -18.715 6.353 28.985  C247 1.561, H264 1.116, H265 1.089, H266 1.106
249 C -18.065 5.735 26.616  C247 1.525, H267 1.117, H268 1.050, H269 1.114
250 N -20.114 7.006 26.910  C242 1.517, C247 1.533, O251 1.415
251 O -19.470 8.261 27.024  N250 1.415, H270 0.966
252 H -23.216 8.165 26.313  C241 1.076
253 H -21.843 9.022 26.438  C241 1.046
254 H -21.723 7.692 25.354  C241 1.093
255 H -21.637 7.016 29.566  C243 1.067
256 H -21.197 8.575 28.789  C243 1.083
257 H -22.913 8.016 28.756  C243 1.091
258 H -23.187 5.720 27.459  C244 1.024
259 H -22.032 5.299 26.248  C244 1.083
260 H -21.504 5.036 29.203  C245 1.063
261 H -21.923 3.789 28.087  C245 1.110
262 H -20.073 4.002 26.690  C246 1.148
263 H -19.347 3.925 28.345  C246 1.142
264 H -17.818 5.742 29.245  C248 1.116
265 H -19.414 6.109 29.783  C248 1.089
266 H -18.503 7.438 29.012  C248 1.106
267 H -18.541 5.357 25.679  C249 1.117
268 H -17.244 5.152 26.916  C249 1.050
269 H -17.654 6.746 26.397  C249 1.114
270 H -19.427 8.579 26.113  O251 0.966
271 C -19.022 3.610 31.001  C272 1.562, H282 1.085, H283 1.078, H284 1.071
272 C -19.547 2.159 31.238  C271 1.562, C273 1.510, C274 1.484, N280 1.442
273 C -19.989 2.165 32.682  C272 1.510, H285 1.113, H286 1.090, H287 1.066
274 C -20.693 1.997 30.309  C272 1.484, C275 1.505, H288 1.061, H289 1.105
275 C -21.281 0.613 30.261  C274 1.505, C276 1.505, H290 1.141, H291 1.099
276 C -20.165 -0.322 29.882  C275 1.505, C277 1.555, H292 1.117, H293 1.083
277 C -18.908 -0.196 30.789  C276 1.555, C278 1.569, C279 1.543, N280 1.440
278 C -19.035 -1.032 32.110  C277 1.569, H294 1.101, H295 1.095, H296 1.050
279 C -17.751 -0.903 30.052  C277 1.543, H297 1.116, H298 1.055, H299 1.104
280 N -18.547 1.197 30.842  C272 1.442, C277 1.440, O281 1.399
281 O -17.412 1.419 31.630  N280 1.399, H300 0.908
282 H -18.056 3.693 31.487  C271 1.085
283 H -18.880 3.639 29.933  C271 1.078
284 H -19.720 4.365 31.303  C271 1.071
285 H -20.660 1.329 32.979  C273 1.113
286 H -19.117 2.298 33.322  C273 1.090
287 H -20.545 3.050 32.891  C273 1.066
288 H -21.428 2.728 30.535  C274 1.061
289 H -20.404 2.265 29.276  C274 1.105
290 H -21.514 0.423 31.362  C275 1.141
291 H -22.200 0.582 29.660  C275 1.099
292 H -19.934 -0.270 28.791  C276 1.117
293 H -20.600 -1.303 30.028  C276 1.083
294 H -19.791 -0.685 32.831  C278 1.101
295 H -18.059 -1.116 32.600  C278 1.095
296 H -19.437 -1.965 31.844  C278 1.050
297 H -16.735 -0.830 30.508  C279 1.116
298 H -17.552 -0.442 29.124  C279 1.055
299 H -17.953 -1.980 29.920  C279 1.104
300 H -16.747 1.493 31.017  O281 0.908
301 C -18.031 0.139 24.075  C302 1.492, H312 1.100, H313 1.088, H314 1.068
302 C -17.987 1.270 23.102  C301 1.492, C303 1.464, C304 1.533, N310 1.495
303 C -18.703 2.452 23.585  C302 1.464, H315 1.093, H316 1.125, H317 1.137
304 C -16.546 1.646 22.741  C302 1.533, C305 1.515, H318 1.106, H319 1.056
305 C -16.536 2.488 21.482  C304 1.515, C306 1.481, H320 1.073, H321 1.115
306 C -17.206 1.803 20.353  C305 1.481, C307 1.500, H322 1.093, H323 1.106
307 C -18.592 1.280 20.590  C306 1.500, C308 1.623, C309 1.545, N310 1.449
308 C -19.841 2.310 20.487  C307 1.623, H324 1.073, H325 1.110, H326 1.090
309 C -18.779 0.188 19.513  C307 1.545, H327 1.061, H328 1.107, H329 1.069
310 N -18.613 0.648 21.894  C302 1.495, C307 1.449, O311 1.446
311 O -19.937 0.151 22.191  N310 1.446, H330 0.959
312 H -17.313 0.300 24.892  C301 1.100
313 H -19.006 -0.060 24.515  C301 1.088
314 H -17.750 -0.811 23.676  C301 1.068
315 H -19.763 2.251 23.759  C303 1.093
316 H -18.247 2.875 24.522  C303 1.125
317 H -18.577 3.331 22.874  C303 1.137
318 H -16.012 2.157 23.564  C304 1.106
319 H -16.001 0.773 22.503  C304 1.056
320 H -16.869 3.462 21.786  C305 1.073
321 H -15.449 2.564 21.246  C305 1.115
322 H -16.576 0.989 19.985  C306 1.093
323 H -17.315 2.507 19.507  C306 1.106
324 H -20.699 1.727 20.762  C308 1.073
325 H -20.045 2.661 19.454  C308 1.110
326 H -19.807 3.136 21.197  C308 1.090
327 H -18.070 -0.600 19.557  C309 1.061
328 H -18.769 0.584 18.480  C309 1.107
329 H -19.752 -0.161 19.786  C309 1.069
330 H -19.860 -0.803 22.265  O311 0.959